# C5H19NO5

A 5-piece molecular cluster, C5H19NO5 overall in a non-equilibrium geometry (ωB97M-V/def2-TZVPD, the OMol25 dataset).

Max |F|, eV/Å: 1.028
LUMO level, eV: 0.122
Energy relative to the best compared isomer or geometry (same formula, charge and spin), kcal/mol: 17.9
Structure (SMILES): C=NCCCCO.O.O.O.O
Electronic energy, Ha: -632.8412
E_HOMO, eV: -9.6

Each line ends with the Mulliken charge.
Atoms and positions in Å:
C -2.52412 -0.44126 -2.05961  -0.3555
N -1.76116 0.54225 -1.87893  -0.4303
C -0.31040 0.32858 -1.81480  -0.2785
C 0.38398 1.55530 -1.25107  -0.6368
C 0.12694 1.87588 0.22812  -0.7462
C 0.53615 0.78420 1.23946  -0.1663
O 1.86994 0.36749 1.00781  -0.5960
H -3.59773 -0.25235 -2.15451  0.2822
H -2.21794 -1.48489 -2.18666  0.2656
H 0.01024 0.15222 -2.85608  0.4490
H -0.04245 -0.57213 -1.24014  0.1122
H 0.11174 2.42641 -1.84980  0.3953
H 1.45877 1.43981 -1.42423  0.2571
H -0.91837 2.11573 0.36896  0.4911
H 0.72770 2.78793 0.45564  0.3248
H -0.17935 -0.03286 1.23583  -0.0339
H 0.54018 1.21541 2.24612  0.2742
H 1.88912 -0.54289 0.64436  0.4667
O 1.46595 -2.15767 0.24092  -0.7093
H 1.72596 -2.62741 -0.55291  0.2992
H 0.55088 -2.45912 0.47024  0.3667
O -1.06550 -2.91456 0.82853  -0.7208
H -0.97383 -3.59554 1.50413  0.3209
H -1.60413 -2.21121 1.26630  0.4022
O -2.52187 -1.03556 2.15439  -0.6666
H -3.46199 -1.17283 2.32855  0.2937
H -2.46527 -0.17474 1.71206  0.3306
O 3.45482 2.34059 -0.13971  -0.6778
H 2.83935 1.66569 0.23348  0.3899
H 3.98573 2.57684 0.63458  0.2967